# C5H13NO

2 unconnected molecules or ions with the total composition C5H13NO in a non-equilibrium geometry (wB97M-V/def2-TZVPD, the OMol25 dataset).

```
20
Properties=species:S:1:pos:R:3:forces:R:3
C -0.424 -0.255 -2.244 -0.157 0.656 0.380
C 0.553 -0.644 -1.163 0.514 -1.902 -0.984
C 0.339 -2.114 -0.648 0.267 1.262 0.035
O 1.562 -0.024 -0.940 -0.269 0.089 0.387
H -0.119 0.673 -2.721 0.030 0.005 0.032
H -0.501 -1.041 -2.990 0.022 -0.166 0.021
H -1.408 -0.116 -1.799 -0.195 -0.026 -0.059
H -0.717 -2.343 -0.514 -0.033 -0.003 0.130
H 0.719 -2.779 -1.423 0.034 0.046 -0.134
H 0.922 -2.290 0.253 -0.117 0.031 0.081
C 0.769 0.631 2.137 0.186 -0.299 -0.290
N -0.520 0.571 1.479 -0.356 -0.329 0.557
C -0.886 1.783 0.778 0.244 -0.490 -0.345
H 1.614 0.569 1.440 0.036 -0.035 -0.029
H 0.842 -0.187 2.853 0.106 -0.005 0.067
H 0.890 1.570 2.677 -0.258 0.034 0.094
H -0.687 -0.326 1.010 0.126 0.941 0.137
H -0.168 2.043 -0.013 -0.050 0.095 -0.105
H -0.904 2.612 1.486 -0.097 -0.008 0.044
H -1.876 1.668 0.340 -0.034 0.104 -0.018
```
Positions in Å, forces in eV/Å.

- E_LUMO (eV) = 0.81
- E (Ha) = -328.2718
- strongest force on any atom (eV/Å) = 2.20
- HOMO (eV) = -8.343
- energy relative to the best compared isomer or geometry (same formula, charge and spin) (kcal per mole) = 29.5
- Kohn-Sham gap (eV) = 9.16

Löwdin atomic charge list, values in e, 2 entries: atom 1 (C): -0.03, atom 2 (C): -0.51